# 1
# C29H40MnN2O3Si

A molecular structure, C29H40MnN2O3Si at a distorted geometry (ωB97M-V/def2-TZVPD, the Open Molecules 2025 dataset).

Calculated values
HOMO-LUMO gap (alpha / beta): 7.324 / 7.305 eV
Spin multiplicity: 6
LUMO energy (alpha / beta): -0.119 / -0.301 eV

The geometry in XYZ format:
```
76
Properties=species:S:1:pos:R:3:lowdin_charge:R:1
Mn 1.61266 0.46678 -1.75657 1.004
Si -0.71561 2.85679 -2.02964 0.387
O -0.16809 -1.74485 -4.59686 0.056
O 0.55813 -1.05925 -2.58804 -0.192
O 2.76083 1.09053 0.09698 -0.121
N 2.32908 0.69290 -3.81089 -0.053
N 0.84053 2.34039 -1.37444 -0.163
C 2.62041 2.53826 0.16827 -0.170
C 2.52668 5.26919 0.10575 -0.089
C -0.78458 -3.43509 1.34810 -0.197
C -4.48381 -1.25857 1.18351 -0.054
C -0.78500 -3.21208 3.84718 -0.044
C 3.60136 3.26117 0.86561 -0.019
C -1.66947 3.96647 -0.83830 -0.179
C 0.58928 -4.02086 1.29133 -0.051
C -1.34526 -2.88353 2.49603 -0.201
C -2.43269 -2.00000 2.39849 -0.217
C -1.16381 -4.33045 -0.98598 -0.034
C -1.78083 1.28636 -2.17063 -0.163
C -1.54294 -3.38142 0.14660 -0.167
C 1.74494 0.71711 2.26041 0.008
C 2.73367 0.39475 1.29109 -0.254
C 2.78857 -0.84672 3.76238 -0.088
C 1.72964 0.03686 3.47285 -0.068
C 3.76768 -0.52636 1.57316 -0.012
C 3.76712 -1.09880 2.81015 -0.102
C -0.60985 3.70349 -3.65586 -0.182
C -2.58902 -2.45182 0.04483 -0.196
C 1.76169 -0.34797 -4.67363 -0.142
C -3.22282 -2.15268 -1.27796 -0.056
C -3.12013 -1.88540 1.21122 -0.214
C 1.64010 3.18120 -0.64776 -0.356
C 1.58235 4.55005 -0.60599 -0.055
C 0.63569 -1.17176 -3.90901 -0.624
C -2.79783 -1.06837 3.49978 -0.051
C 3.52802 4.62702 0.82081 -0.118
H 2.49978 6.35499 0.15484 0.105
H 0.86750 0.13898 4.16443 0.114
H 0.93739 -4.03693 0.25806 0.066
H 4.29412 2.68572 1.47449 0.124
H 1.29999 -3.48201 1.95766 0.084
H -1.87955 -0.84033 4.00604 0.059
H 4.58773 -1.75994 3.11787 0.115
H -4.00818 -2.85272 -1.61246 0.088
H -3.62027 -1.13289 -1.18712 0.065
H -0.26351 3.03960 -4.46374 0.027
H -2.70218 3.62372 -0.83114 0.020
H -5.20437 -1.79627 0.53997 0.092
H -4.42942 -0.14531 0.90879 0.110
H 4.28026 5.27388 1.27955 0.104
H -1.87436 0.75605 -1.21243 0.037
H 1.02039 1.50122 2.09614 0.123
H 2.00409 1.62469 -4.08401 0.091
H -3.54194 -1.51937 4.24747 0.118
H -0.32354 -3.88186 -1.50362 0.073
H -2.73025 1.58662 -2.59819 0.032
H 4.51393 -0.72594 0.82917 0.114
H -1.68352 5.01578 -1.22770 0.039
H 0.83654 5.04052 -1.28765 0.113
H -1.26134 3.95344 0.18091 0.032
H 0.01560 4.60515 -3.74371 0.038
H -0.10903 -2.37017 4.13861 0.073
H -2.03337 -4.40674 -1.64749 0.076
H -1.62542 3.95874 -3.89919 0.024
H -1.25182 0.59832 -2.83050 0.004
H 0.62306 -5.08258 1.61870 0.092
H -2.46864 -2.24835 -2.12300 0.098
H 2.53062 -1.06234 -5.00029 0.122
H 1.31123 0.00439 -5.59320 0.114
H 3.37309 0.77732 -3.78464 0.119
H -4.86541 -1.22164 2.19859 0.061
H -1.58306 -3.18942 4.61187 0.085
H -0.20679 -4.15588 3.86471 0.086
H -3.23302 -0.20098 3.05294 0.064
H 2.89320 -1.20740 4.75930 0.094
H -0.89618 -5.32344 -0.60306 0.087
```

# 2
# C29H40N2O5PPdSSi

A molecular structure, C29H40N2O5PPdSSi at a distorted geometry (ωB97M-V/def2-TZVPD, the Open Molecules 2025 dataset).

Calculated values
HOMO-LUMO gap: 5.793 eV
Spin multiplicity: 1
LUMO energy: 2.066 eV
Net charge: -1

The geometry in XYZ format:
```
80
Properties=species:S:1:pos:R:3:lowdin_charge:R:1
Pd 0.24843 0.43690 -0.10254 0.429
S 1.03910 1.56008 -2.63674 0.738
P -1.62279 2.00990 -0.10386 1.101
Si 2.47660 -0.24074 -0.02948 0.519
O -0.53102 -1.80806 -0.26893 -0.112
O -2.41111 -4.06613 3.40602 0.097
O -0.92650 -1.71051 4.40439 0.061
O 0.21505 -0.36034 2.02183 -0.159
O -1.51073 -4.49325 0.61205 0.064
N 0.08069 -0.82530 -2.73173 0.107
N 0.05791 0.20320 -4.77574 -0.043
C -3.04241 1.59348 -1.28786 -0.661
C -1.33275 -3.50850 1.30707 -0.307
C -1.93039 4.78023 -0.82404 -0.108
C 4.64690 3.31261 -0.38495 -0.103
C -0.97771 -2.11337 3.25393 -0.318
C -2.29048 2.28916 1.63533 -0.667
C 0.30542 3.94328 -0.64407 -0.146
C 0.81127 5.20668 -0.94400 -0.072
C -3.24644 3.47032 1.82381 -0.093
C -2.95789 0.97867 2.08799 -0.074
C 4.08702 2.06973 -0.66555 -0.116
C -4.42198 2.18185 -0.99004 -0.098
C -0.73557 -2.22985 0.91189 -0.327
C 3.51232 3.34474 1.74064 -0.090
C 3.30627 -1.10196 -1.45562 -0.217
C 0.22180 1.31188 -5.70022 -0.094
C 2.95607 2.10178 1.45750 -0.102
C -1.43138 6.04139 -1.12887 -0.088
C 3.25020 1.43586 0.25822 -0.303
C -1.07122 3.70653 -0.57458 -0.343
C 4.36708 3.94745 0.82225 -0.110
C 0.36603 0.23757 -3.46413 -0.835
C -0.42455 -1.47312 2.06223 -0.336
C -1.67495 -3.35594 2.76517 -0.288
C 2.91285 -1.25854 1.45762 -0.201
C -2.58634 2.04927 -2.68355 -0.106
C -0.05902 6.25754 -1.18701 -0.097
C -3.17138 0.05545 -1.28124 -0.101
C -1.04594 2.55391 2.50205 -0.101
H -2.38074 0.10378 1.78270 0.061
H 4.30114 1.58903 -1.61838 0.092
H -1.53024 1.82352 -2.85969 0.015
H 0.91428 2.02354 -5.26582 0.045
H -4.81544 1.83681 -0.03388 0.062
H -5.11586 1.84316 -1.77134 0.087
H -2.20958 -0.44502 -1.33081 0.033
H -0.54596 3.48215 2.20190 0.076
H 3.27575 3.84475 2.67328 0.099
H 2.28125 1.63709 2.17579 0.100
H -2.11730 6.85943 -1.31796 0.097
H -3.66895 -0.30087 -0.37485 0.078
H 4.39181 -1.04151 -1.29661 0.036
H 0.32674 7.24414 -1.42497 0.097
H 0.62563 0.95137 -6.64472 0.078
H -2.71368 3.12530 -2.81903 0.074
H 1.88513 5.35600 -0.98640 0.100
H 3.99542 -1.19015 1.63709 0.038
H 0.98730 3.12812 -0.47055 0.030
H 0.32723 -0.65403 -1.78376 -0.047
H -0.33866 1.73007 2.44473 0.042
H -4.14144 3.40267 1.20472 0.053
H -3.96788 0.87930 1.67774 0.068
H 2.37522 -0.90992 2.34466 0.024
H -0.30305 -1.70418 -3.03935 0.132
H -3.02810 0.95277 3.18039 0.096
H -2.75096 4.42335 1.62429 0.070
H -3.00229 4.63856 -0.78584 0.084
H -0.48520 -0.58083 -5.09089 0.135
H 3.06677 -0.65593 -2.42413 -0.001
H -3.18133 1.53184 -3.44588 0.083
H 4.81212 4.90976 1.04528 0.092
H -3.57024 3.48032 2.87333 0.088
H -3.77195 -0.26337 -2.14425 0.084
H -1.35471 2.65109 3.54957 0.090
H 2.64210 -2.30943 1.29624 0.040
H -0.72359 1.82264 -5.88658 0.081
H 3.01293 -2.15663 -1.47264 0.034
H -4.42905 3.27371 -0.99882 0.058
H 5.29623 3.78996 -1.11049 0.094
```

Energy above the lowest of the compared OMol25 structures with the same formula, charge and spin readings, ordered: 2.5; 32.7 kcal/mol